1.
Here is a single C11H20N2 molecule from OMol25. Energies are from the ωB97M-V functional and the def2-TZVPD basis.

## Properties
- electronic energy (eV) = -14704.6936
- orbital gap (spin up / spin down) (eV) = 7.906 / 7.608

Structure (XYZ):
```
33
Properties=species:S:1:pos:R:3:nbo_charge:R:1
H 0.975 -2.045 -1.155 0.36
H 0.220 2.316 1.643 0.22
C 1.533 1.087 -0.880 -0.31
H 3.438 1.470 -1.846 0.21
H 0.981 1.580 -1.625 0.22
C 2.433 -0.129 -0.793 -0.23
C 1.196 0.912 0.546 0.14
H -0.367 -0.593 2.091 0.23
H -1.195 0.700 3.037 0.20
H -2.232 1.675 1.102 0.20
H -1.080 2.388 -0.231 0.20
C -2.877 0.738 -1.402 -0.62
C -1.283 1.499 0.369 -0.37
C -0.272 0.419 2.435 -0.61
N 0.515 -2.243 -0.310 -0.38
H -1.375 -2.722 0.487 0.21
H -2.904 1.840 -1.637 0.21
C 3.025 1.287 -0.940 -0.38
H -0.912 0.014 -1.318 0.20
H -1.805 -0.528 0.195 0.21
H -3.005 0.259 -2.381 0.21
H 2.610 -0.462 1.435 0.20
H 3.510 1.585 -0.057 0.21
C -1.726 0.306 -0.539 -0.42
H -0.940 -3.443 -1.235 0.21
C -0.035 1.323 1.203 -0.32
C 1.891 -0.534 0.633 -0.13
H 2.526 -0.762 -1.627 0.20
N 1.028 -1.665 0.778 -0.27
C -0.544 -3.230 -0.220 -0.41
H 0.660 0.565 3.000 0.21
H -0.146 -4.191 0.090 0.20
H -3.844 0.586 -0.849 0.20
```



2.
Here is a molecular structure, C29H44BrN3P2SZn from OMol25. Energies are from the ωB97M-V functional and the def2-TZVPD basis.

## Properties
- total charge = +2
- electronic energy (eV) = -183110.0394
- orbital gap (spin up / spin down) (eV) = 4.426 / 3.317

Structure (XYZ):
```
81
Properties=species:S:1:pos:R:3:lowdin_charge:R:1
C 1.754 -0.463 -1.654 -0.13
H -0.627 0.621 -7.209 0.12
P 0.233 2.941 2.656 1.00
C 5.249 -3.276 -0.538 0.03
H -2.521 4.061 -5.268 0.12
Zn -1.592 1.897 -1.855 0.94
C -2.336 4.064 -7.410 -0.10
C 2.362 1.865 -1.796 -0.08
C -1.130 1.755 3.017 -0.44
H 1.924 1.329 2.149 -0.10
H -0.359 4.568 -0.645 0.05
H 2.991 2.691 -1.527 0.12
S 1.796 -3.317 1.283 0.91
H -3.208 -0.878 -0.825 0.04
H -0.069 5.242 0.967 0.08
N 4.213 -4.512 0.974 -0.10
C 1.713 1.914 3.067 -0.49
H -4.437 0.134 -0.071 0.07
H -0.403 -1.246 3.468 0.04
C -1.335 2.237 -8.433 -0.10
H -0.638 -2.947 3.099 0.05
H 1.470 1.193 3.859 0.08
C 0.468 1.021 -3.022 -0.32
H 3.792 2.132 3.625 0.07
H -2.030 -3.025 -0.380 0.06
H -4.579 -1.619 0.006 0.08
C 3.291 -3.551 0.619 -0.73
H -3.888 -3.268 1.521 0.06
Br 3.049 0.444 0.571 0.99
C -2.167 3.509 -6.134 0.01
H -1.939 -2.337 5.089 0.08
H 3.189 3.457 2.605 0.07
C 2.928 2.767 3.414 -0.18
H 1.781 -1.412 -1.131 0.06
H 0.134 -1.104 -2.907 0.13
H -1.780 1.764 2.139 0.05
H 2.738 3.373 4.303 0.07
P -1.423 -1.512 1.339 0.91
H 3.645 -1.935 -0.707 0.09
C -1.110 1.590 -7.203 0.03
H 1.040 3.077 -3.057 0.14
H 4.894 -5.940 2.346 0.11
H -3.368 -4.712 0.669 0.08
H -2.148 3.248 4.233 0.07
H 3.420 -5.036 2.826 0.09
H -0.915 -3.787 0.771 0.02
C -1.378 1.726 -4.705 0.11
H -3.106 -2.733 3.828 0.07
H -2.820 5.041 -7.533 0.13
C -0.466 4.375 0.423 -0.20
H -1.300 2.010 5.190 0.08
C 0.284 3.113 0.820 -0.47
N 3.970 -2.825 -0.327 0.09
H -2.757 -4.404 2.289 0.07
H -0.139 2.193 0.397 0.01
C -1.886 2.180 4.275 -0.16
C -3.864 -0.792 0.045 -0.16
C -1.846 -3.202 0.694 -0.45
C 1.339 2.078 -2.722 -0.03
C -1.548 2.233 -6.006 -0.20
H -2.814 1.606 4.380 0.06
C 5.396 -4.354 0.289 0.04
C 3.943 -5.517 1.997 0.00
H -1.030 1.771 -9.383 0.13
C -1.148 -1.979 3.135 -0.43
H -0.725 0.741 3.116 0.03
C 0.797 -0.286 -2.653 -0.01
H 5.907 -2.828 -1.251 0.15
H -2.952 0.262 1.692 0.04
C 2.447 0.629 -1.140 -0.68
N -1.938 3.427 -8.516 0.09
H -2.774 -1.025 4.265 0.07
H 3.315 -6.301 1.561 0.12
C -3.028 -3.921 1.345 -0.14
C -3.118 -0.773 1.373 -0.44
H -1.540 4.296 0.632 0.07
C -2.320 -2.015 4.109 -0.14
H -3.690 -1.259 2.168 0.06
H 1.338 3.148 0.513 0.06
C -0.874 1.368 -3.592 -0.23
H 6.255 -4.999 0.452 0.16
```



3.
Here is a single C6H9IN2O2 molecule from OMol25. Energies are from the ωB97M-V functional and the def2-TZVPD basis.

## Properties
- ⟨S²⟩ = 2.013
- spin multiplicity = 3
- electronic energy (eV) = -21534.9484
- orbital gap (spin up / spin down) (eV) = 6.569 / 6.908

Structure (XYZ):
```
20
Properties=species:S:1:pos:R:3:nbo_charge:R:1
H -1.943 -0.970 -2.176 0.17
H -2.107 1.998 0.195 0.20
H -2.993 0.364 0.082 0.19
C -0.595 -1.925 0.562 0.17
H 2.628 1.282 1.221 0.19
C 0.994 -0.419 -0.083 0.56
C -1.210 -0.709 -1.366 0.26
I 0.790 -0.013 -3.436 0.40
N -1.420 -1.697 -0.348 -0.49
C -2.084 0.892 0.156 -0.24
H -1.568 0.567 1.057 0.17
H 1.023 -1.290 1.847 0.21
H 3.300 -0.515 0.794 0.20
O 1.854 0.368 -0.512 -0.51
H -0.905 -2.728 1.201 0.18
O -1.272 0.665 -0.951 -0.53
C 2.983 0.564 0.321 -0.27
N 0.017 -1.022 -1.901 -0.46
C 0.648 -1.280 0.798 -0.61
H 3.684 1.053 -0.305 0.21
```



4.
Here is 6 unconnected molecules or ions with the total composition C39H62BrF15N2O18PS3 from OMol25. Energies are from the ωB97M-V functional and the def2-TZVPD basis.

## Properties
- total charge = -1
- electronic energy (eV) = -233882.5686
- orbital gap (eV) = 6.239

Structure (XYZ):
```
141
Properties=species:S:1:pos:R:3:lowdin_charge:R:1
O -3.835 -6.570 -2.120 0.17
C 1.753 1.607 -3.149 -0.25
H -5.201 -8.057 -3.517 0.13
H 0.651 1.772 -2.983 0.07
H 4.460 -0.992 -2.309 0.05
H 2.513 -2.035 -0.233 -0.16
H -4.798 2.143 4.836 0.08
H 2.969 1.593 -5.095 0.05
H 3.922 -0.030 -0.951 0.07
H 3.187 7.543 2.745 0.08
C 1.002 -2.702 5.827 -0.40
F 8.231 7.146 5.258 0.15
H -4.545 -2.046 -2.903 0.07
H -0.319 -2.785 -2.738 0.08
H 5.325 6.833 1.614 0.11
C 4.101 7.380 3.319 -0.06
F -4.215 -0.160 2.084 0.15
F -4.898 7.483 5.833 0.16
C -3.253 -2.205 2.843 -0.38
H 5.320 8.547 1.998 0.13
F -3.660 -0.251 4.165 0.15
C 4.691 3.765 -2.144 -0.47
F 9.298 6.580 3.467 0.16
C 1.962 1.829 -4.677 -0.15
F 1.251 -4.107 7.741 0.16
H -1.712 2.259 -3.307 0.10
C 6.949 6.201 3.476 -0.39
H -4.084 2.066 -2.369 0.07
H -3.067 -3.737 -1.643 0.10
H 2.381 0.046 3.174 0.09
F -2.941 -8.523 0.544 0.16
O -2.389 -2.821 2.291 0.18
O 1.768 0.435 -0.827 -0.29
H -2.388 0.695 -0.849 0.11
C 3.494 -1.135 -4.875 -0.41
O 6.397 5.202 3.120 0.18
C -3.664 -7.472 0.121 -0.52
O 1.465 6.376 -1.637 -0.01
C 2.113 -1.095 -4.155 -0.26
F -2.786 7.109 5.605 0.16
F 8.563 5.065 4.814 0.16
F -3.000 -6.371 0.496 0.16
C -1.485 -1.526 -1.245 -0.10
O -2.088 -1.911 -4.485 -0.29
N 2.204 5.247 -3.416 0.01
F -0.191 -4.718 6.255 0.15
C -4.607 -8.898 -3.156 -0.20
H -3.684 -5.905 4.451 0.08
C -1.553 0.926 -1.558 -0.12
C -5.722 3.837 3.875 -0.19
O -4.291 -8.738 -1.762 0.03
F 1.924 -4.906 5.858 0.16
H 5.027 -2.156 -4.091 0.08
O 1.065 -2.768 4.499 0.04
C -2.083 1.238 -3.013 -0.28
H -5.454 -4.440 3.531 0.13
H -3.811 2.869 3.580 0.09
F -2.138 -0.107 2.650 0.16
C 3.877 -0.060 -2.079 -0.33
C -2.281 -3.717 -2.435 -0.21
C 8.263 6.245 4.260 -0.53
C 1.026 -1.508 3.798 -0.20
C -1.035 -2.885 -1.893 -0.22
H -5.209 1.881 3.130 0.07
C -3.554 -4.822 4.448 -0.05
N 1.009 5.788 -3.730 0.01
H 2.107 -1.347 -6.678 0.06
S 2.208 -2.233 -1.566 0.57
H 3.685 -2.212 -6.873 0.07
C -3.657 1.327 -3.087 -0.59
F -4.818 -7.488 0.818 0.15
O 0.920 -1.689 6.463 0.16
O 0.279 -0.373 -2.690 -0.31
C -3.313 -0.680 2.938 -0.52
H 1.798 2.929 -4.882 0.06
H -3.595 -9.286 -5.020 0.08
H -1.754 0.510 -3.790 0.09
H 5.758 0.893 -2.607 0.10
H -1.073 1.877 -1.194 0.11
O -3.711 5.558 3.527 0.17
H -5.753 4.331 2.902 0.13
H 3.134 -1.551 3.357 0.09
H 1.901 -2.166 -3.866 0.04
H -6.744 3.548 4.122 0.12
H -3.823 -4.431 5.431 0.08
H -4.048 0.301 -2.847 0.04
C -4.836 2.609 3.850 -0.07
H -2.755 -9.914 -3.587 0.08
C -3.348 -9.084 -3.977 -0.06
C 5.321 7.549 2.438 -0.20
H 4.098 3.663 -3.084 0.06
H 4.138 -0.233 -4.808 0.11
H -0.572 -3.512 -1.089 0.11
C 3.197 -1.305 -6.448 -0.06
C 0.553 6.463 -2.676 -0.15
O -5.299 4.755 4.898 0.03
H -0.385 7.033 -2.575 0.13
H -2.496 -4.601 4.295 0.07
O -4.322 -2.750 3.432 0.03
O -4.472 -2.459 -3.785 -0.19
H 1.211 1.313 -5.337 0.08
C 4.719 2.356 -1.414 -0.24
C -0.518 -0.305 -1.526 -0.39
S -2.925 -3.005 -4.013 0.65
C 2.467 5.585 -2.132 -0.59
Br -4.174 1.721 -4.962 0.56
O 6.528 7.442 3.213 0.03
O 0.493 -0.838 0.788 -0.09
H -2.718 -8.194 -3.938 0.08
H 0.710 -1.729 2.780 0.10
P 2.007 -0.181 -2.451 0.48
F -3.956 5.875 6.926 0.16
O 4.186 -2.365 -4.522 -0.10
H 2.219 2.395 -2.489 0.07
C -3.920 -7.511 -1.386 -0.38
H -1.641 -1.713 -0.151 0.11
H 5.719 4.100 -2.419 0.08
H 3.594 -0.396 -6.986 0.07
H -2.503 -1.278 -1.665 0.09
S 3.909 5.102 -1.147 0.92
H 5.634 2.259 -0.779 0.11
H -4.136 -4.546 2.376 0.11
H 4.441 1.626 -3.543 0.07
C 1.001 -4.111 6.424 -0.53
H -0.163 -0.512 1.436 0.06
H 0.275 -0.845 4.234 0.12
H 1.237 -0.842 -4.809 0.08
C 0.492 0.106 -0.322 -0.35
H -5.231 -9.789 -3.232 0.12
H 2.728 -0.609 4.783 0.07
C 4.673 1.217 -2.534 -0.24
C -4.279 5.559 4.580 -0.39
H 0.243 1.066 0.222 0.15
H 4.127 8.089 4.150 0.08
H 3.802 2.300 -0.764 0.09
H -1.880 -4.729 -2.688 0.10
H 4.064 6.380 3.752 0.08
C -4.407 -4.185 3.370 -0.19
C -3.974 6.508 5.740 -0.53
O -2.994 -4.036 -5.039 -0.32
C 2.395 -0.864 3.774 -0.05
```



5.
Here is a molecular structure, C40H63N4O8Y from OMol25. Energies are from the ωB97M-V functional and the def2-TZVPD basis.

## Properties
- total charge = +2
- electronic energy (eV) = -65874.4704
- orbital gap (eV) = 4.783

Structure (XYZ):
```
116
Properties=species:S:1:pos:R:3:lowdin_charge:R:1
H 6.097 0.052 1.775 0.12
O 1.727 0.044 -3.918 -0.21
C -2.976 0.310 -0.271 -0.32
H -3.549 3.348 -3.278 0.08
N -1.938 3.071 3.330 0.02
H 1.446 -4.124 -0.029 0.14
H -3.860 4.583 -0.752 0.08
H 1.649 -1.669 -4.998 0.13
H -0.208 3.250 -4.349 0.15
H 1.626 -2.384 0.245 0.10
H 2.614 1.868 3.717 0.12
O 0.186 -2.853 -1.076 -0.22
N -0.959 1.633 1.245 0.17
C -2.892 4.083 -0.740 -0.06
O 1.250 0.035 -0.146 -0.20
H -5.129 -0.873 2.116 0.11
H 0.995 -1.869 8.089 0.10
C -5.147 1.146 1.429 -0.09
H -2.260 2.801 4.249 0.09
H -4.891 2.823 -2.265 0.09
C 4.862 0.209 -0.002 -0.03
H 2.850 -0.442 8.089 0.12
H 2.634 -4.011 -2.132 0.13
H -0.550 0.721 1.441 0.11
C 2.310 1.327 -4.090 -0.15
C 3.595 0.187 -0.522 -0.01
H -2.940 -3.856 -0.319 0.08
C 4.028 -0.134 2.216 -0.02
H -2.309 3.992 3.134 0.09
O 2.235 -2.008 -2.421 -0.21
H -2.213 4.685 -1.349 0.08
H 4.039 -1.270 -3.114 0.13
O 1.551 -1.767 6.084 -0.08
C 2.676 1.362 4.673 -0.04
H -0.001 -4.872 -1.520 0.15
C -4.548 2.026 0.549 -0.06
H -1.469 -3.886 -1.615 0.10
H -2.820 -2.328 -1.240 0.03
C -3.207 -2.030 0.842 -0.36
H -1.551 -3.175 1.680 0.08
H -2.060 -3.020 -4.901 0.14
C -3.506 1.634 -0.284 -0.20
H -0.756 -4.399 -3.903 0.14
H -3.833 1.610 -2.987 0.08
C -0.608 2.351 -3.875 -0.12
N -1.813 -0.010 -0.955 -0.21
C -2.979 2.650 -1.282 -0.40
H 3.492 -2.773 -3.885 0.14
C -4.676 -0.155 1.441 -0.05
H -2.746 -0.639 -5.430 0.15
H 3.742 2.948 5.632 0.11
H -1.070 -1.033 -5.896 0.14
C -1.756 -0.909 -5.050 -0.15
H 3.428 0.296 -1.585 0.09
C -3.632 -0.587 0.630 -0.16
H -3.920 -2.452 1.554 0.12
C -3.857 2.605 -2.536 -0.06
C -0.140 2.759 1.738 -0.14
C 1.663 2.233 -3.052 -0.14
H 3.864 1.768 7.806 0.12
C 2.409 -1.033 -4.544 -0.14
C 2.461 0.020 0.310 -0.36
C 1.587 -0.575 2.486 0.01
H 2.135 2.100 -2.078 0.12
H -1.895 1.700 1.671 0.13
C 3.307 1.966 5.744 -0.06
H -4.908 3.045 0.498 0.11
C -1.821 -2.177 -4.250 -0.14
C -0.169 -3.687 -3.317 -0.14
C 2.564 -3.079 -1.557 -0.15
H 2.519 -2.706 7.669 0.10
C 2.134 0.095 4.821 -0.17
H -1.060 -1.657 0.892 0.03
C -0.489 3.015 3.204 -0.25
H 0.958 -3.378 7.146 0.10
C 1.464 -3.146 -0.514 -0.14
H 3.392 1.299 -3.922 0.14
H 4.201 -0.288 3.271 0.12
H -2.574 -2.102 -3.465 0.13
H 2.137 1.680 -5.112 0.14
H 0.752 -1.007 1.938 0.12
C 3.159 -1.811 -3.480 -0.15
H -1.963 2.345 -1.566 0.08
H 0.915 2.518 1.593 0.12
H 0.881 -3.820 -3.574 0.12
H -4.389 -2.936 -0.720 0.09
H -0.378 3.635 1.136 0.12
H 3.531 -2.913 -1.067 0.14
H -1.860 -1.637 2.483 0.08
C 5.091 0.047 1.383 -0.06
C -1.829 -2.132 1.507 -0.07
H -0.112 2.198 3.824 0.10
C -0.886 1.280 -4.899 -0.15
C 2.801 0.048 7.129 0.01
C 2.168 -0.564 6.053 -0.22
H -1.707 1.613 -5.543 0.15
H 0.616 -1.093 4.132 0.17
H 0.029 3.921 3.532 0.12
O -0.517 -2.349 -3.669 -0.21
H -1.119 1.578 0.215 0.10
C 1.510 -2.463 7.334 -0.03
N 1.405 -0.559 3.781 0.16
H 1.759 3.282 -3.339 0.14
C -0.405 -3.908 -1.839 -0.13
C 3.371 1.302 6.965 -0.04
H -1.535 2.596 -3.367 0.09
H 3.085 -0.676 -5.323 0.14
C 2.699 -0.163 1.709 -0.13
C -3.340 -2.847 -0.438 -0.06
O 0.293 1.895 -2.855 -0.22
H 5.707 0.347 -0.664 0.12
Y -0.112 -0.426 -1.906 1.49
H -5.954 1.457 2.076 0.10
H -2.527 4.100 0.291 0.06
H -0.018 1.058 -5.529 0.13
O -1.262 0.110 -4.190 -0.21
```



6.
Here is a molecular structure, C4H7NO2 from OMol25. Energies are from the ωB97M-V functional and the def2-TZVPD basis.

## Properties
- electronic energy (eV) = -9844.3323
- orbital gap (eV) = 9.520

Structure (XYZ):
```
14
Properties=species:S:1:pos:R:3:nbo_charge:R:1
H -1.302 1.035 -0.483 0.28
O 0.421 0.447 -1.754 -0.68
H 1.845 1.712 1.232 0.40
C -0.750 0.194 -1.424 0.13
H -2.024 -1.076 -0.227 0.24
H -0.448 -1.725 1.436 0.25
C -1.094 -0.495 -0.223 -0.13
C -0.035 -1.019 0.710 -0.57
H 1.248 0.950 -0.260 0.43
N 1.329 0.986 0.760 -0.84
C 0.726 0.044 1.517 0.68
O 0.757 -0.014 2.732 -0.61
H -1.614 0.273 -2.106 0.17
H 0.705 -1.561 0.094 0.26
```



7.
Here is a molecular structure, C19H26N4O2Sc from OMol25. Energies are from the ωB97M-V functional and the def2-TZVPD basis.

## Properties
- total charge = +3
- electronic energy (eV) = -50854.7318
- orbital gap (eV) = 5.019

Structure (XYZ):
```
52
Properties=species:S:1:pos:R:3:nbo_charge:R:1
C -1.452 -1.039 -3.441 -0.45
H -1.609 0.019 -3.640 0.22
H -0.508 -2.041 2.013 0.25
C -0.100 2.957 -1.014 0.08
H -1.066 -3.563 1.315 0.25
O 0.225 0.681 7.338 -0.62
H 1.655 -2.463 1.168 0.24
C 1.268 -2.855 0.230 -0.45
H -0.707 2.236 5.264 0.24
H -0.393 1.514 -3.946 0.21
H -0.258 1.483 7.124 0.50
C -0.381 3.609 -3.646 -0.21
H -1.016 2.774 2.939 0.24
C 0.739 -0.004 6.335 0.77
N -0.081 -2.283 -0.072 -0.61
C -0.319 2.295 -3.205 0.15
Sc 0.009 -0.117 -0.860 2.34
C 1.128 -0.288 3.913 -0.16
C -0.949 -2.493 1.129 -0.44
H -0.582 -4.148 -0.975 0.26
C 0.037 2.624 0.392 0.21
N 0.093 1.406 0.815 -0.65
C -0.043 -2.766 -2.512 -0.26
H -1.767 -2.869 -1.211 0.23
C -0.225 1.599 4.534 -0.15
C 0.520 0.484 4.902 -0.09
H 1.936 -1.231 -3.361 0.23
H -0.333 5.670 -3.032 0.28
C 0.961 -0.981 -3.783 -0.44
H -0.538 -3.329 -3.305 0.26
C -0.292 4.634 -2.721 -0.06
H 1.721 -1.135 4.234 0.28
H 0.967 0.070 -4.053 0.22
H 1.195 -3.939 0.337 0.26
H 1.002 -3.070 -2.504 0.24
C -0.696 -3.082 -1.182 -0.26
C 0.975 0.043 2.586 -0.18
H -1.940 -2.065 0.966 0.22
C 0.212 1.149 2.213 0.05
N -0.177 1.938 -1.921 -0.68
H 1.987 -2.635 -0.562 0.22
N -0.124 -1.297 -2.804 -0.61
H -1.520 -1.575 -4.390 0.26
C -0.150 4.291 -1.379 -0.14
H -0.079 5.062 -0.623 0.27
H -2.264 -1.388 -2.801 0.23
H -0.497 3.808 -4.702 0.28
H 0.824 -1.567 -4.694 0.26
C -0.386 1.930 3.196 -0.20
O 1.369 -1.008 6.497 -0.51
H 1.518 -0.503 1.817 0.18
H 0.112 3.459 1.083 0.25
```